(1)
Formula: C5H8N2O
Source: OMol25
Level of theory: ωB97M-V/def2-TZVPD

Last column: natural (NBO) charge in e.
CARTESIAN COORDINATES (ANGSTROEM)
C: 0.81313 1.67107 -0.01064  0.406
C: -0.96909 -1.22731 0.52599  0.620
C: 1.23667 2.89570 0.15570  -0.477
C: -0.74289 -2.36824 1.50469  -0.701
C: 0.15124 0.26059 -1.80128  -0.415
N: 0.09668 -0.37422 0.57327  -0.527
N: 0.27201 0.59359 -0.36481  -0.107
O: -1.92436 -1.07790 -0.21396  -0.667
H: 2.27900 3.01492 0.41301  0.233
H: 0.70089 3.79737 0.16106  0.240
H: -0.58833 -1.85793 2.56358  0.239
H: 0.07819 -3.00669 1.11567  0.235
H: -1.71755 -2.93940 1.54663  0.225
H: 0.36015 -0.73032 -1.75693  0.221
H: -0.94198 0.47336 -1.96292  0.256
H: 0.89624 0.87540 -2.44906  0.219

Computed properties:
M ... 112.13 g/mol
Total charge ... 0
Lowest unoccupied orbital energy (alpha / beta) ... 0.3 / 0.3 eV
Energy above the lowest of the compared OMol25 structures with the same formula, charge and spin ... 105.1 kcal per mole
Frontier orbital gap (alpha / beta) ... 8.6 / 8.6 eV

=====

(2)
Formula: C3H9NS
Source: OMol25
Level of theory: ωB97M-V/def2-TZVPD

Last column: natural (NBO) charge in e.
CARTESIAN COORDINATES (ANGSTROEM)
C: -0.11755 -2.27624 -0.07573  -0.748
S: -0.57061 -0.76756 0.80968  0.119
H: -0.39706 -3.10544 0.57497  0.229
H: 0.96373 -2.32502 -0.16124  0.212
H: -0.58913 -2.39216 -1.05245  0.212
C: -0.40848 2.17421 -0.55461  -0.424
C: 0.84576 0.35155 0.39843  -0.323
N: 0.68720 1.24392 -0.71315  -0.616
H: -0.20791 2.77929 0.32892  0.191
H: -0.42515 2.87048 -1.38805  0.202
H: -1.40011 1.73321 -0.46574  0.184
H: 1.00942 0.93920 1.29272  0.206
H: 1.66917 -0.32751 0.19321  0.205
H: 0.59269 0.68658 -1.55349  0.353

Computed properties:
SMILES ... CNCSC
M ... 91.18 g/mol
Total charge ... 0
Lowest unoccupied orbital energy ... 1.0 eV
Energy above the lowest of the compared OMol25 structures with the same formula, charge and spin ... 10.7 kcal per mole
Frontier orbital gap ... 9.6 eV

=====

(3)
Formula: C33H80F2N9O10S2V
Source: OMol25
Level of theory: ωB97M-V/def2-TZVPD

Last column: Löwdin spin population.
CARTESIAN COORDINATES (ANGSTROEM)
O: -2.67786 3.09255 -3.25554  -0.326
V: -1.11056 3.39042 -3.08461  1.263
N: -0.51896 1.82932 -1.91409  0.016
S: -1.06951 0.62926 -0.77266  0.002
O: -0.46891 0.61603 0.56580  0.001
O: -1.63376 -0.57838 -1.33083  0.001
F: -2.36931 1.63368 -0.63956  0.001
S: 0.91904 1.25349 -1.77304  0.004
O: 1.22821 -0.10787 -2.22168  0.003
O: 1.67654 1.82347 -0.64499  0.001
F: 1.42715 2.07336 -3.09619  0.001
C: 3.14797 -4.09548 5.54389  0.000
C: 2.95058 -3.05364 4.43332  0.000
N: 3.08453 -1.61472 4.73614  0.002
C: 2.80525 -0.76255 3.58287  0.000
C: 1.44159 -0.95160 2.94359  0.000
C: 4.36569 -1.22668 5.37233  0.000
C: 4.52738 0.24042 5.83840  0.000
H: 4.13668 -3.93705 5.97453  0.000
H: 3.09401 -5.15414 5.29006  0.000
H: 2.41795 -3.83012 6.30859  0.000
H: 3.55603 -3.31275 3.56476  0.000
H: 1.89573 -3.16641 4.18296  0.000
H: 3.62736 -0.55250 2.89868  0.000
H: 2.60099 0.26585 3.88078  0.000
H: 0.51391 -0.93672 3.51567  0.000
H: 1.31739 -1.90072 2.42219  0.000
H: 1.27369 -0.17838 2.19389  0.000
H: 4.43943 -1.87633 6.24447  0.000
H: 5.28445 -1.49650 4.85158  0.000
H: 5.38737 0.30512 6.50499  0.000
H: 4.40703 1.00378 5.06970  0.000
H: 3.58736 0.33983 6.38114  0.000
C: 6.93280 -1.77253 1.34845  0.012
C: 7.10894 -0.84676 0.08823  0.070
N: 5.89583 -0.61729 -0.66884  0.632
C: 5.27782 -1.85396 -1.15014  0.058
C: 3.82497 -2.06268 -0.42816  0.045
C: 5.97976 0.54328 -1.59815  0.056
C: 4.69659 1.40726 -1.79896  0.023
H: 7.90375 -1.81066 1.84232  0.000
H: 6.58641 -2.77178 1.08459  0.000
H: 6.18963 -1.31367 2.00055  0.000
H: 7.44396 0.11694 0.47183  0.008
H: 7.96928 -1.09494 -0.53331  0.038
H: 5.06846 -1.82946 -2.21956  0.012
H: 5.90778 -2.73622 -1.03667  0.009
H: 3.14229 -2.86353 -0.71222  0.003
H: 3.98569 -2.10240 0.64920  0.000
H: 3.22172 -1.19458 -0.69384  0.000
H: 6.23820 0.15625 -2.58381  0.026
H: 6.81670 1.15201 -1.25596  0.001
H: 4.25835 1.47603 -0.80331  0.000
H: 3.93960 1.05310 -2.49871  0.000
H: 5.06743 2.41500 -1.98610  0.000
C: -3.79533 0.11219 4.98334  0.000
C: -3.50499 -1.33670 4.83978  0.000
N: -4.22586 -1.90598 3.58361  0.000
C: -5.70260 -1.86630 3.64725  0.000
C: -6.30200 -2.73793 4.76089  0.000
C: -3.71030 -1.23464 2.39059  0.000
C: -3.96552 -2.16710 1.16475  0.000
H: -3.39879 0.58111 5.88388  0.000
H: -4.83862 0.39995 5.11315  0.000
H: -3.44141 0.68683 4.12740  0.000
H: -2.42199 -1.40636 4.73806  0.000
H: -3.92810 -1.88301 5.68277  0.000
H: -6.06124 -0.84206 3.54520  0.000
H: -6.08428 -2.32858 2.73691  0.000
H: -7.38782 -2.66159 4.81798  0.000
H: -6.09174 -3.80322 4.85600  0.000
H: -5.81921 -2.45053 5.69492  0.000
H: -2.67954 -0.93239 2.57571  0.000
H: -4.22731 -0.28108 2.28320  0.000
H: -3.65526 -1.62801 0.26964  0.000
H: -5.04945 -2.18390 1.05108  0.000
H: -3.49124 -3.14011 1.29283  0.000
C: -0.77309 1.71793 -6.11165  0.002
O: -0.85009 2.31215 -5.03336  0.018
N: -0.42723 0.44977 -6.29902  0.003
C: -0.49811 -0.23794 -7.60255  0.000
C: 0.06702 -0.40234 -5.25391  0.000
H: -1.16401 2.13738 -7.05157  0.001
H: -0.96712 0.32824 -8.40728  0.000
H: -1.12953 -1.12349 -7.53046  0.000
H: 0.48888 -0.51638 -7.97191  0.000
H: -0.70499 -0.97596 -4.74101  0.000
H: 0.65770 -1.21214 -5.68219  0.000
H: 0.60796 0.20182 -4.52558  0.000
C: -3.99852 -0.55611 -4.67452  0.000
O: -3.42666 -1.53227 -5.21644  0.000
N: -4.46163 -0.52541 -3.40845  0.000
C: -4.92480 0.75049 -2.83863  -0.001
C: -4.52513 -1.77855 -2.61816  0.000
H: -3.93530 0.44444 -5.12962  0.000
H: -5.95384 0.67212 -2.48784  0.000
H: -4.92090 1.55933 -3.56929  0.000
H: -4.33966 1.00506 -1.95494  0.000
H: -3.83545 -1.59459 -1.79439  0.000
H: -5.56934 -1.97335 -2.37365  0.000
H: -4.19661 -2.64570 -3.19108  0.000
C: -1.88440 -4.69705 -4.40384  0.000
O: -1.71059 -5.52547 -5.30574  0.000
N: -1.44696 -4.83835 -3.15296  0.000
C: -1.70395 -3.85924 -2.16395  0.000
C: -0.72608 -6.05800 -2.71750  0.000
H: -2.46513 -3.77066 -4.53328  0.000
H: -2.24420 -2.99339 -2.54675  0.000
H: -0.71121 -3.46813 -1.94123  0.000
H: -2.16234 -4.34316 -1.30151  0.000
H: -1.43664 -6.82930 -2.42036  0.000
H: 0.07467 -6.51469 -3.29916  0.000
H: -0.22201 -5.70109 -1.81938  0.000
C: -2.65435 5.26537 -0.32938  0.001
O: -1.82507 4.67812 -1.09136  0.008
N: -2.83273 4.86686 0.90287  0.000
C: -3.52842 5.72334 1.87442  0.000
C: -2.27325 3.66383 1.45853  0.000
H: -3.16056 6.21857 -0.54701  0.000
H: -2.67322 6.24275 2.30678  0.000
H: -3.90619 5.18638 2.74452  0.000
H: -4.29879 6.41377 1.53101  0.000
H: -1.83841 4.00563 2.39778  0.000
H: -3.00470 2.94235 1.82261  0.000
H: -1.39754 3.17937 1.02664  0.000
C: 1.33614 5.77983 -2.60915  0.000
O: 0.73766 4.79871 -2.88421  0.002
N: 1.67157 6.02821 -1.33933  0.001
C: 2.36844 7.34071 -1.07493  0.000
C: 1.18335 5.18825 -0.25073  0.000
H: 1.79165 6.47560 -3.33070  0.000
H: 2.33503 7.48013 0.00560  0.000
H: 1.90716 8.09955 -1.70698  0.000
H: 3.43299 7.27844 -1.30066  0.000
H: 2.01970 5.00483 0.42378  0.000
H: 0.49607 5.73002 0.39906  0.000
H: 0.59488 4.29987 -0.48001  0.000

Computed properties:
2S+1 ... 3
M ... 916.13 g/mol
Total charge ... +2
Lowest unoccupied orbital energy (alpha / beta) ... -6.9 / -8.3 eV
⟨S²⟩ ... 2.07
Frontier orbital gap (alpha / beta) ... 4.3 / 3.0 eV